No. 1
Below is a 2-piece molecular cluster, C5H11N3 overall, with properties calculated with ωB97M-V/def2-TZVPD.

```
! wB97M-V def2-TZVPD RIJCOSX def2/J DEFGRID3
* xyz 0 1
C -2.100 -1.382 -0.048
N -1.128 -0.478 -0.576
C -0.921 0.744 -0.608
N -0.461 1.833 -0.574
C -0.484 3.113 -1.239
H -1.800 -2.395 -0.536
H -3.209 -1.098 -0.360
H -1.912 -1.380 1.132
H -1.346 3.685 -0.754
H -0.633 2.819 -2.337
H 0.424 3.710 -1.055
C 1.392 -0.920 2.119
N 0.986 -0.871 0.961
C 1.771 -1.375 -0.082
H 0.631 -0.515 2.811
H 2.460 -1.025 2.360
H 1.965 -0.546 -0.904
H 1.394 -2.356 -0.444
H 2.971 -1.564 0.133
*
```

Calculated values
HOMO-LUMO gap: 9.2 eV
molecular weight: 113.16 g mol⁻¹
SMILES: CN=C=NC.C=NC
electronic energy: -9829.7151 eV

***

No. 2
Below is one molecule with the formula C26H29N3O6, with properties calculated with ωB97M-V/def2-TZVPD.

```
! wB97M-V def2-TZVPD RIJCOSX def2/J DEFGRID3
* xyz 0 1
C 3.903 4.984 -0.384
C 3.792 4.286 0.969
O 4.272 2.958 0.940
C 3.531 1.985 0.337
C 2.232 2.116 -0.131
C 1.592 1.039 -0.728
C 2.212 -0.192 -0.867
O 1.681 -1.283 -1.483
C 0.343 -1.257 -1.937
C 0.183 -0.617 -3.311
C 3.512 -0.343 -0.342
N 4.195 -1.568 -0.417
C 3.745 -2.824 -0.139
O 4.437 -3.795 -0.370
C 2.403 -2.916 0.500
C 2.058 -2.103 1.574
C 0.797 -2.196 2.130
C -0.139 -3.090 1.620
C -1.554 -3.081 2.148
N -2.205 -1.809 1.859
C -2.589 -1.552 0.591
C -2.969 -0.413 -0.128
N -3.142 0.894 0.140
C -3.469 1.383 1.464
C -4.988 1.601 1.564
O -5.442 2.474 0.560
C -5.153 1.970 -0.727
C -3.646 1.763 -0.909
C -3.028 -1.170 -1.390
O -3.124 -0.860 -2.558
C -2.757 -2.422 -0.585
O -2.744 -3.615 -0.776
C 0.224 -3.929 0.575
C 1.493 -3.857 0.033
C 4.155 0.743 0.225
H 3.569 6.014 -0.295
H 3.298 4.478 -1.132
H 4.938 4.975 -0.717
H 4.434 4.788 1.698
H 2.760 4.318 1.341
H 1.697 3.049 -0.056
H 0.593 1.190 -1.104
H -0.297 -0.760 -1.197
H 0.048 -2.309 -1.985
H 0.512 0.419 -3.305
H 0.774 -1.163 -4.042
H -0.865 -0.658 -3.599
H 5.162 -1.527 -0.717
H 2.773 -1.401 1.978
H 0.537 -1.562 2.968
H -1.571 -3.222 3.232
H -2.136 -3.870 1.671
H -1.853 -1.028 2.399
H -3.149 0.671 2.223
H -2.955 2.338 1.614
H -5.250 2.065 2.516
H -5.496 0.627 1.480
H -5.532 2.707 -1.436
H -5.673 1.013 -0.883
H -3.438 1.317 -1.881
H -3.133 2.726 -0.825
H -0.498 -4.626 0.177
H 1.784 -4.506 -0.778
H 5.159 0.636 0.606
*
```

Calculated values
HOMO-LUMO gap: 8.2 eV
molecular weight: 479.53 g mol⁻¹
SMILES: CCOc1ccc(OCC)c(NC(=O)c2ccc(CNc3c(N4CCOCC4)c(=O)c3=O)cc2)c1
electronic energy: -44186.8013 eV

***

Number 1: strongest force on any atom 5.14 eV Å⁻¹. Number 2: strongest force on any atom 0.74 eV Å⁻¹.